[1]
# C6H6O4S

The molecule C6H6O4S at a distorted geometry (ωB97M-V/def2-TZVPD, the OMol25 dataset).

Element x y z (Å)
O  -0.347  -2.835  0.123
C  0.191  -1.782  0.145
C  1.667  -1.416  0.033
C  1.812  0.039  -0.396
C  0.457  0.529  -0.012
C  -0.436  -0.495  0.221
S  -2.042  0.302  0.054
O  -2.445  0.274  -1.308
O  -2.937  -0.081  1.073
C  -1.276  1.993  0.251
O  0.115  1.837  -0.059
H  1.974  -1.602  1.026
H  1.955  -2.213  -0.604
H  1.833  0.141  -1.459
H  2.634  0.403  0.123
H  -1.454  2.336  1.266
H  -1.701  2.570  -0.476

Results
Orbital gap: 10.207 eV
Charge: 0
E_LUMO: 0.270 eV
Structure (SMILES): O=C1CCC2=C1S(=O)(=O)CO2
Energy: -25341.98304 eV
Relative energy (zero: lowest compared OMol25 entry of this formula, charge and spin): 41.3 kcal per mole
HOMO energy: -9.94 eV

***

[2]
# C6H6OP2

The molecule C6H6OP2 at a distorted geometry (ωB97M-V/def2-TZVPD, the OMol25 dataset).

Element x y z (Å)
C  -0.379  -0.866  1.918
C  -1.265  -0.476  0.878
C  1.023  -0.996  1.880
C  -1.113  -0.094  -0.480
C  1.970  -0.335  1.245
C  -0.071  0.484  -1.143
O  2.409  1.619  -0.756
P  1.410  0.727  -0.109
P  0.212  0.916  -2.870
H  -0.801  -1.318  2.816
H  -2.387  -0.708  0.994
H  1.346  -1.716  2.749
H  -2.104  -0.435  -0.958
H  0.894  2.132  -2.720
H  -1.147  1.068  -3.444

Results
Orbital gap (spin up / spin down): 7.572 / 7.571 eV
Charge: 0
E_LUMO (spin up / spin down): -1.048 / -1.049 eV
Energy: -26939.15683 eV
HOMO energy (spin up / spin down): -8.62 / -8.62 eV

***

[3]
# C6H6OS

A cluster of 2 separate species, C6H6OS in total at a distorted geometry (ωB97M-V/def2-TZVPD, the OMol25 dataset).

Element x y z (Å)
C  2.038  0.244  0.801
C  1.765  1.576  0.594
C  1.332  -0.650  -0.030
C  0.599  0.049  -0.933
C  -1.983  -0.840  1.050
C  -2.304  -1.714  0.121
O  1.322  -2.003  0.171
S  0.677  1.731  -0.732
H  2.577  -0.128  1.611
H  2.095  2.532  0.903
H  -1.059  -0.324  0.878
H  -2.786  -0.521  1.658
H  -0.324  -0.378  -1.283
H  0.705  -2.376  -0.472

Results
Orbital gap: 8.305 eV
Charge: 0
E_LUMO: -0.558 eV
Energy: -19196.85163 eV
Relative energy (zero: lowest compared OMol25 entry of this formula, charge and spin): 97.2 kcal per mole
HOMO energy: -8.86 eV

***

[4]
# C6H7B

The molecule C6H7B at a distorted geometry (ωB97M-V/def2-TZVPD, the OMol25 dataset).

Element x y z (Å)
B  0.594  0.458  -0.009
C  2.956  -0.060  -0.954
C  1.959  -0.386  -0.250
C  0.783  -1.293  0.149
C  -0.320  -0.715  -0.267
C  0.303  1.940  0.529
C  -1.720  -1.075  -0.383
H  0.949  -2.285  0.572
H  -0.404  2.312  -0.146
H  1.248  2.571  0.328
H  -0.193  2.071  1.513
H  -1.998  -1.842  0.430
H  -1.878  -1.614  -1.269
H  -2.280  -0.082  -0.242

Results
Orbital gap: 9.463 eV
Charge: 0
E_LUMO: 0.300 eV
Energy: -7006.34455 eV
Relative energy (zero: lowest compared OMol25 entry of this formula, charge and spin): 47.9 kcal per mole
HOMO energy: -9.16 eV

***

[5]
# C6H7B

A structure of composition C6H7B at a distorted geometry (ωB97M-V/def2-TZVPD, the OMol25 dataset).

Element x y z (Å)
B  0.125  -0.749  0.046
C  3.885  0.112  0.503
C  1.421  0.080  -0.066
C  0.804  0.879  -0.965
C  -0.351  0.667  -0.143
C  -0.303  -2.245  -0.006
C  -1.191  1.709  0.504
H  1.053  1.532  -1.774
H  0.130  -2.734  -0.877
H  -1.381  -2.379  -0.048
H  0.073  -2.788  0.859
H  -0.667  2.661  0.585
H  -1.517  1.391  1.493
H  -2.080  1.864  -0.113

Results
Orbital gap (spin up / spin down): 7.870 / 9.124 eV
Charge: 0
E_LUMO (spin up / spin down): 0.023 / 0.468 eV
Energy: -7001.67285 eV
Relative energy (zero: lowest compared OMol25 entry of this formula, charge and spin): 127.6 kcal per mole
Multiplicity: 3
HOMO energy (spin up / spin down): -7.85 / -8.66 eV

***

[6]
# C6H7Br6Cl3O3

A structure of composition C6H7Br6Cl3O3 (ωB97M-V/def2-TZVPD, the OMol25 dataset).

Element x y z (Å)
C  0.045  1.429  -0.336
Br  -1.795  1.418  0.237
Br  0.210  0.866  -2.170
Br  1.160  0.383  0.821
H  0.373  2.457  -0.271
C  3.373  -1.387  -1.725
Br  2.433  -3.056  -1.604
Br  3.885  -0.977  -3.532
Br  4.906  -1.382  -0.554
H  2.716  -0.604  -1.375
C  -0.196  5.452  1.524
Cl  1.168  6.517  1.843
Cl  0.011  3.911  2.348
Cl  -0.399  5.200  -0.220
H  -1.097  5.930  1.882
C  -1.322  -2.205  -0.518
C  -2.627  -2.299  0.271
O  -2.336  -3.256  1.292
C  -1.003  -3.497  1.333
O  -0.479  -4.199  2.130
O  -0.369  -2.828  0.346
H  -1.027  -1.166  -0.644
H  -1.280  -2.701  -1.486
H  -3.462  -2.658  -0.325
H  -2.888  -1.350  0.734

Results
Orbital gap: 9.814 eV
Charge: 0
E_LUMO: -0.348 eV
Energy: -470299.59630 eV
Relative energy (zero: lowest compared OMol25 entry of this formula, charge and spin): 2.6 kcal per mole
HOMO energy: -10.16 eV

***

[7]
# C6H7CdLiO6

A structure of composition C6H7CdLiO6 at a distorted geometry (ωB97M-V/def2-TZVPD, the OMol25 dataset).

Element x y z (Å)
Cd  2.529  2.515  -1.299
O  0.683  1.931  -0.958
O  0.620  -0.930  -0.247
C  1.936  -1.464  -0.254
C  2.851  -0.429  0.378
O  2.318  0.858  -0.016
C  0.968  0.899  -0.297
H  1.967  -2.396  0.325
H  2.222  -1.630  -1.301
H  3.879  -0.490  0.015
H  2.821  -0.443  1.474
Li  -5.543  -0.045  -1.193
O  -4.050  -1.323  -0.713
O  -2.027  -0.492  -0.289
C  -1.432  0.319  0.611
C  0.044  0.276  0.724
O  -3.799  0.878  -0.719
C  -3.376  -0.286  -0.671
H  -2.178  0.361  1.423
H  -0.994  1.322  1.345
H  0.560  0.569  1.662

Results
Orbital gap: 4.271 eV
Charge: +2
E_LUMO: -11.287 eV
Energy: -23365.53057 eV
HOMO energy: -15.56 eV

***

[8]
# C6H7Cl

The molecule C6H7Cl at a distorted geometry (ωB97M-V/def2-TZVPD, the OMol25 dataset).

Element x y z (Å)
Cl  -2.896  -0.189  0.307
C  -1.349  0.005  -0.296
C  -0.489  -1.279  -0.276
C  0.745  -1.036  0.516
C  0.892  0.216  0.955
C  -0.181  1.171  0.591
C  -0.700  1.347  -0.802
H  -0.290  -1.533  -1.227
H  -1.109  -2.243  0.024
H  1.406  -1.902  0.674
H  1.713  0.489  1.541
H  -0.480  1.970  1.316
H  -1.291  2.194  -0.994
H  0.018  1.239  -1.676

Results
Orbital gap: 8.972 eV
Charge: 0
E_LUMO: 1.057 eV
Structure (SMILES): Cl[C@@]12CC=C[C@H]1C2
Energy: -18855.00973 eV
Relative energy (zero: lowest compared OMol25 entry of this formula, charge and spin): 47.3 kcal per mole
HOMO energy: -7.91 eV